{
  "formula": "C4H10BrLi2O2",
  "method": "ωB97M-V/def2-TZVPD",
  "e_lumo_ev": -3.67,
  "energy_ev": -78854.4567,
  "total_charge": 1,
  "orbital_gap_ev": 9.509,
  "symbols": ["Li", "Li", "Br", "C", "O", "C", "C", "O", "C", "H", "H", "H", "H", "H", "H", "H", "H", "H", "H"],
  "coordinates": [[-0.69, -1.02, -4.92], [0.26, -1.52, -0.29], [-0.46, -1.19, -2.65], [2.25, 0.48, -1.09], [1.32, 0.15, -0.08], [0.41, 1.21, 0.26], [-0.60, 0.66, 1.23], [-1.23, -0.47, 0.67], [-1.95, -1.20, 1.65], [1.76, 0.76, -2.03], [2.91, -0.35, -1.35], [2.90, 1.27, -0.71], [-0.09, 1.52, -0.68], [1.02, 2.06, 0.58], [-1.29, 1.47, 1.50], [-0.04, 0.49, 2.16], [-2.05, -2.24, 1.32], [-2.95, -0.81, 1.81], [-1.46, -1.29, 2.62]]
}

---

{
  "formula": "C4H10BrN",
  "method": "ωB97M-V/def2-TZVPD",
  "e_lumo_ev": 0.39,
  "energy_ev": -75839.8887,
  "smiles": "CCNBr.C=C",
  "total_charge": 0,
  "orbital_gap_ev": 9.433,
  "e_above_lowest_kcal_mol": 1.2,
  "symbols": ["C", "C", "N", "Br", "H", "H", "H", "H", "H", "H", "C", "C", "H", "H", "H", "H"],
  "coordinates": [[-0.03, -1.81, 0.72], [-0.79, -1.87, -0.55], [-1.07, -0.54, -1.17], [-2.48, 0.45, -0.25], [1.06, -1.51, 0.55], [-0.34, -1.11, 1.55], [0.29, -2.84, 1.03], [-0.11, -2.42, -1.38], [-1.65, -2.45, -0.54], [-0.16, 0.07, -1.17], [1.07, 2.33, 0.82], [0.68, 2.29, -0.42], [1.97, 1.91, 1.10], [0.60, 3.06, 1.49], [-0.19, 2.90, -0.65], [1.14, 1.55, -1.12]]
}

---

{
  "formula": "C4H10BrNO",
  "method": "ωB97M-V/def2-TZVPD",
  "e_lumo_ev": 0.77,
  "energy_ev": -77886.1770,
  "smiles": "CCON(Br)CC",
  "total_charge": 0,
  "orbital_gap_ev": 9.384,
  "e_above_lowest_kcal_mol": 95.0,
  "symbols": ["C", "C", "O", "N", "Br", "C", "C", "H", "H", "H", "H", "H", "H", "H", "H", "H", "H"],
  "coordinates": [[-0.37, 2.96, -0.40], [0.06, 1.86, 0.56], [-0.07, 0.50, -0.15], [-0.96, -0.26, 0.62], [-2.76, -0.14, 0.17], [-0.65, -1.96, 0.45], [-0.70, -2.30, -0.96], [0.20, 2.86, -1.33], [-1.37, 3.18, -0.69], [0.17, 3.82, 0.03], [-0.51, 1.80, 1.53], [1.09, 2.03, 0.53], [-1.43, -2.42, 1.09], [0.33, -2.23, 0.97], [-0.05, -1.72, -1.58], [-0.45, -3.33, -1.08], [-1.66, -2.15, -1.54]]
}

---

{
  "formula": "C4H10Cl4MgO2",
  "method": "ωB97M-V/def2-TZVPD",
  "e_lumo_ev": 4.55,
  "energy_ev": -63946.9011,
  "total_charge": -2,
  "orbital_gap_ev": 6.734,
  "e_above_lowest_kcal_mol": 11.3,
  "symbols": ["Mg", "Cl", "Cl", "Cl", "Cl", "C", "O", "C", "C", "O", "C", "H", "H", "H", "H", "H", "H", "H", "H", "H", "H"],
  "coordinates": [[4.00, -1.36, -0.56], [3.50, -3.18, 0.60], [6.31, -1.23, -0.70], [3.12, -1.38, -2.71], [3.55, 0.94, 0.33], [-3.69, 1.04, 0.33], [-2.40, 0.90, 0.79], [-1.41, 1.28, -0.14], [-0.01, 0.96, 0.39], [-0.06, -0.28, 1.13], [0.13, -1.46, 0.33], [-3.78, 0.56, -0.65], [-3.84, 2.11, 0.18], [-4.34, 0.56, 1.07], [-1.28, 2.36, -0.28], [-1.57, 0.80, -1.10], [0.47, 1.68, 1.05], [0.70, 0.91, -0.44], [1.13, -1.50, -0.10], [-0.52, -1.44, -0.55], [0.01, -2.28, 1.03]]
}

---

{
  "formula": "C4H10ClN",
  "method": "ωB97M-V/def2-TZVPD",
  "e_lumo_ev": 1.01,
  "energy_ev": -18322.0143,
  "smiles": "CCNCCCl",
  "total_charge": 0,
  "orbital_gap_ev": 10.471,
  "e_above_lowest_kcal_mol": 23.7,
  "symbols": ["C", "C", "N", "C", "C", "Cl", "H", "H", "H", "H", "H", "H", "H", "H", "H", "H"],
  "coordinates": [[3.58, 0.02, -0.35], [2.22, -0.39, 0.24], [1.10, 0.42, -0.08], [-0.15, -0.22, 0.27], [-1.32, 0.64, 0.11], [-2.83, -0.22, -0.16], [3.58, 0.04, -1.41], [3.85, 1.02, 0.14], [4.38, -0.66, -0.08], [2.00, -1.45, -0.06], [2.41, -0.40, 1.34], [1.10, 1.14, 0.62], [-0.24, -1.09, -0.43], [-0.05, -0.63, 1.34], [-1.09, 1.35, -0.77], [-1.51, 1.24, 0.98]]
}

---

{
  "formula": "C4H10ClN3",
  "method": "ωB97M-V/def2-TZVPD",
  "e_lumo_ev": 0.71,
  "energy_ev": -21301.4270,
  "smiles": "NC[C@]1(Cl)[C@H](N)[C@@H]1N",
  "total_charge": 0,
  "orbital_gap_ev": 9.664,
  "e_above_lowest_kcal_mol": 30.3,
  "symbols": ["N", "C", "C", "Cl", "C", "N", "C", "N", "H", "H", "H", "H", "H", "H", "H", "H", "H", "H"],
  "coordinates": [[0.45, 2.31, -0.36], [0.13, 1.04, -0.96], [0.36, -0.15, -0.01], [2.02, -0.68, 0.25], [-0.69, -1.29, -0.11], [-1.68, -1.17, -1.17], [-0.71, -0.28, 1.00], [-1.64, 0.78, 1.26], [0.11, 2.92, -1.15], [-0.13, 2.40, 0.46], [0.86, 0.86, -1.78], [-0.84, 1.01, -1.32], [-0.23, -2.26, 0.24], [-2.50, -1.82, -0.90], [-1.22, -1.49, -2.01], [-0.41, -0.76, 1.92], [-2.32, 0.80, 0.50], [-2.12, 0.50, 2.04]]
}

---

{
  "formula": "C4H10ClNSi2",
  "method": "ωB97M-V/def2-TZVPD",
  "e_lumo_ev": 0.77,
  "energy_ev": -34078.1863,
  "smiles": "C=C[SiH2]N[Si@H](Cl)C=C",
  "total_charge": 0,
  "orbital_gap_ev": 10.275,
  "e_above_lowest_kcal_mol": 0.0,
  "symbols": ["C", "C", "Si", "N", "Si", "Cl", "C", "C", "H", "H", "H", "H", "H", "H", "H", "H", "H", "H"],
  "coordinates": [[-3.76, -0.79, 0.56], [-2.65, -0.96, -0.11], [-0.80, -1.36, 0.37], [0.30, -0.36, -0.69], [2.01, -0.07, -0.82], [2.91, -1.15, 0.68], [2.31, 1.72, -0.54], [2.36, 2.23, 0.67], [-4.63, -0.63, 0.12], [-4.02, -0.84, 1.61], [-2.84, -0.91, -1.26], [-0.74, -0.87, 1.73], [-0.26, -2.73, 0.27], [-0.13, 0.08, -1.40], [2.44, -0.53, -2.16], [2.52, 2.27, -1.44], [2.45, 3.37, 0.94], [2.56, 1.52, 1.46]]
}

---

{
  "formula": "C4H10ClO",
  "method": "ωB97M-V/def2-TZVPD",
  "e_lumo_ev": 3.83,
  "energy_ev": -18881.8976,
  "total_charge": -1,
  "orbital_gap_ev": 7.667,
  "e_above_lowest_kcal_mol": 0.0,
  "symbols": ["O", "C", "C", "C", "C", "H", "H", "H", "H", "H", "H", "H", "H", "H", "H", "Cl"],
  "coordinates": [[-0.78, -0.90, 0.34], [-0.96, 0.04, -1.91], [0.89, -0.12, 1.94], [-0.17, -0.83, -0.95], [-0.40, 0.17, 1.19], [-1.99, -0.35, -2.01], [-0.48, 0.04, -2.90], [-1.01, 1.08, -1.55], [1.73, -0.26, 1.24], [1.13, 0.71, 2.62], [0.78, -1.04, 2.54], [-0.14, -1.88, -1.32], [0.87, -0.47, -0.86], [-0.31, 1.12, 0.62], [-1.24, 0.30, 1.91], [2.08, 2.39, -0.90]]
}

---

{
  "formula": "C4H10ClP",
  "method": "ωB97M-V/def2-TZVPD",
  "e_lumo_ev": [-0.36, 0.24],
  "energy_ev": -26116.8076,
  "total_charge": 0,
  "orbital_gap_ev": [8.165, 7.574],
  "e_above_lowest_kcal_mol": 110.9,
  "symbols": ["C", "C", "C", "C", "P", "Cl", "H", "H", "H", "H", "H", "H", "H", "H", "H", "H"],
  "coordinates": [[1.94, -0.09, -0.71], [-0.61, -1.32, -0.76], [0.82, -0.99, 1.74], [-2.18, 2.49, -0.41], [0.44, -0.12, 0.15], [3.33, 0.77, -0.11], [1.88, -0.02, -1.84], [0.02, -1.53, -1.63], [-0.53, -2.37, -0.32], [-1.56, -0.88, -0.88], [1.72, -0.47, 2.20], [-0.11, -0.82, 2.36], [0.98, -2.07, 1.61], [-1.82, 3.04, 0.40], [-1.32, 2.60, -1.21], [-3.01, 1.79, -0.60]]
}

---

{
  "formula": "C4H10FO3SSi",
  "method": "ωB97M-V/def2-TZVPD",
  "e_lumo_ev": 3.39,
  "energy_ev": -31883.6794,
  "total_charge": -1,
  "orbital_gap_ev": 7.069,
  "e_above_lowest_kcal_mol": 9.5,
  "symbols": ["C", "C", "C", "C", "O", "O", "O", "F", "Si", "S", "H", "H", "H", "H", "H", "H", "H", "H", "H", "H"],
  "coordinates": [[-0.12, 1.02, -1.04], [-1.09, 0.01, 1.46], [0.04, -2.03, -0.60], [3.86, 1.18, 0.70], [1.78, -0.20, 1.04], [3.57, -1.63, 0.31], [2.46, -0.27, -1.31], [5.16, 1.08, -0.03], [0.28, -0.28, 0.26], [3.01, -0.34, 0.04], [0.84, 1.48, -1.22], [-0.39, 0.63, -2.02], [-0.77, 1.83, -0.77], [-0.97, -0.21, 2.57], [-1.26, 1.15, 1.43], [-1.90, -0.61, 1.05], [-0.19, -2.76, 0.23], [-0.77, -2.03, -1.27], [0.92, -2.59, -1.05], [3.28, 1.91, 0.08]]
}

---

{
  "formula": "C4H10FOP",
  "method": "ωB97M-V/def2-TZVPD",
  "e_lumo_ev": [1.02, -1.56],
  "spin_multiplicity": 3,
  "energy_ev": -18357.3761,
  "total_charge": 0,
  "orbital_gap_ev": [6.069, 8.751],
  "e_above_lowest_kcal_mol": 13.8,
  "s2": 2.005,
  "symbols": ["C", "C", "C", "C", "O", "F", "P", "H", "H", "H", "H", "H", "H", "H", "H", "H", "H"],
  "coordinates": [[-1.22, 0.14, -1.33], [-1.25, -0.63, 0.98], [-1.18, 0.63, 0.14], [2.65, -0.47, 0.01], [-0.01, 1.32, 0.33], [3.09, -0.19, -1.24], [1.46, 0.54, 0.55], [-1.17, 0.93, -2.08], [-0.26, -0.50, -1.37], [-2.00, -0.58, -1.73], [-2.29, -0.80, 0.94], [-0.87, -0.76, 1.97], [-0.86, -1.37, 0.23], [-2.05, 1.34, 0.32], [2.53, -1.58, 0.10], [2.03, 1.79, 0.26], [1.40, 0.20, 1.92]]
}

---

{
  "formula": "C4H10KO6",
  "method": "ωB97M-V/def2-TZVPD",
  "e_lumo_ev": 2.20,
  "energy_ev": -32916.1790,
  "total_charge": -1,
  "orbital_gap_ev": 5.921,
  "e_above_lowest_kcal_mol": 184.2,
  "symbols": ["K", "C", "C", "O", "O", "H", "H", "H", "C", "C", "O", "O", "H", "H", "H", "O", "H", "H", "O", "H", "H"],
  "coordinates": [[-25.09, -3.19, -0.46], [-24.99, 0.45, -0.99], [-25.77, -0.29, 0.02], [-26.30, 0.36, 0.96], [-25.84, -1.57, -0.06], [-24.05, 0.80, -0.57], [-25.50, 1.31, -1.42], [-24.76, -0.20, -1.84], [-27.45, -4.61, 2.37], [-26.56, -4.14, 1.20], [-25.46, -4.73, 1.06], [-26.97, -3.33, 0.36], [-27.77, -3.86, 3.10], [-27.11, -5.44, 2.99], [-28.44, -4.95, 2.05], [-23.51, -3.27, 0.99], [-23.40, -2.39, 1.34], [-22.63, -3.51, 0.68], [-26.48, -3.19, -1.92], [-26.13, -3.70, -2.65], [-27.36, -2.92, -2.21]]
}